[1]
# C7H20N3OTi

A molecular structure, C7H20N3OTi at a distorted geometry (ωB97M-V with the def2-TZVPD basis set, the Open Molecules 2025 dataset).

The geometry in XYZ format:
```
32
Properties=species:S:1:pos:R:3:forces:R:3
C -3.02124 -1.75704 -3.80661 1.2 -0.4 0.6
Ti -0.69128 -0.89553 -1.48919 0.3 1.5 -2.5
N 0.45069 0.08495 -3.17872 -0.1 0.0 -0.2
H -1.22050 -2.26691 -0.88339 -1.3 -2.5 0.8
H -3.74371 -0.95250 -3.91741 0.1 0.1 0.3
H -3.49444 -2.68732 -3.45717 0.1 0.4 -0.1
H -2.17753 -1.50411 -3.06232 -1.6 -0.3 -1.3
H -2.54199 -1.93826 -4.77707 -0.1 0.1 0.3
H 1.46648 -0.05804 -3.04834 -0.1 0.0 -0.1
H 0.30767 1.10580 -3.24065 0.0 -0.1 0.1
H 0.20990 -0.28560 -4.10356 0.2 0.1 0.0
C -1.69328 0.11463 0.58549 0.0 0.1 0.9
N -0.49296 0.30228 1.46213 -0.7 -0.1 -0.6
C -0.58020 0.95071 2.78511 0.0 -0.4 -1.2
C 0.74109 0.71607 3.48398 0.4 0.2 0.8
C 1.96213 1.06736 2.64847 0.0 0.1 -0.7
N 1.86431 0.37969 1.37332 0.2 0.0 -0.1
C 3.01993 0.38202 0.46032 0.3 -0.1 0.4
C 0.67424 0.02512 0.87284 0.4 -0.2 -1.8
O 0.69637 -0.59745 -0.27003 1.3 0.9 2.7
H -2.04504 -0.92414 0.64292 0.1 0.2 -0.2
H -1.49656 0.47416 -0.51117 -0.6 0.5 1.3
H -2.49516 0.77126 0.95800 0.4 -0.1 -0.2
H -0.81280 2.02490 2.64393 0.1 -0.5 0.2
H -1.38317 0.44145 3.33522 0.1 0.4 -0.1
H 0.83011 -0.33562 3.81086 -0.2 0.4 -0.2
H 0.77276 1.35080 4.37259 -0.1 -0.2 0.1
H 2.88139 0.70714 3.12737 -0.2 0.2 0.1
H 2.06503 2.16051 2.47316 -0.1 -0.4 0.2
H 3.43445 1.40456 0.38429 -0.2 -0.4 0.1
H 3.79385 -0.29606 0.86463 -0.2 0.3 -0.2
H 2.71948 0.03515 -0.53897 0.2 0.2 0.6
```
Positions in Å, forces in eV/Å.

E_tot = -1367.49758 Eh
Multiplicity = 3
Net charge = -1



[2]
# C3H6N2OS2

C3H6N2OS2 in the gas phase at a distorted geometry (ωB97M-V with the def2-TZVPD basis set, the Open Molecules 2025 dataset).

The geometry in XYZ format:
```
14
Properties=species:S:1:pos:R:3:forces:R:3
C -2.23356 0.75483 0.33046 0.5 2.8 0.6
C -1.60092 -0.49922 -0.04221 -0.5 -2.2 1.4
C 1.54258 0.78294 -0.09496 0.5 1.0 -0.5
H -3.24549 0.67432 0.77355 0.6 -0.2 -0.9
H -2.16157 1.33361 -0.66955 -0.6 -0.2 1.8
H -1.57318 1.31191 1.13748 -1.3 -1.0 -1.9
H 1.96071 1.83546 0.08796 0.0 -1.8 -0.6
H 3.32849 0.10668 -0.62066 -1.6 -1.3 0.1
H 1.64467 -2.60344 -0.47578 -0.1 0.4 -0.3
N 0.27938 0.86386 -0.00625 0.1 -1.6 0.5
N 2.35369 -0.30453 -0.51017 1.2 2.1 0.5
O -0.26748 -0.49302 -0.09769 0.3 1.1 -0.8
S -2.38029 -1.95608 -0.15275 0.6 0.9 -0.3
S 2.35296 -1.80731 0.34058 0.4 0.1 0.4
```
Positions in Å, forces in eV/Å.

Multiplicity = 1
SMILES = CC(=S)O/N=C\NS
Relative energy (zero: lowest compared OMol25 entry of this formula, charge and spin) = 96.80 kcal/mol



[3]
# C25H49FeGeN6O3SSeSi

A molecular structure, C25H49FeGeN6O3SSeSi (ωB97M-V with the def2-TZVPD basis set, the Open Molecules 2025 dataset).

The geometry in XYZ format:
```
88
Properties=species:S:1:pos:R:3:forces:R:3
Fe 0.26445 0.21733 0.35001 0.1 -0.2 -0.2
N 3.18844 -0.70666 -1.04013 0.0 0.0 0.0
C 2.13541 -1.07728 -1.77093 0.0 0.0 0.0
N 2.33433 -1.81354 -2.84719 0.0 -0.1 0.0
C 1.25211 -2.09964 -3.57211 0.0 0.0 0.0
N 1.37759 -2.89775 -4.61733 0.0 0.0 0.0
N 0.00553 -1.58482 -3.33833 0.0 -0.1 0.0
C -0.10166 -0.90013 -2.24692 0.0 0.0 0.0
N 0.89657 -0.67829 -1.35565 -0.1 0.1 0.1
C -1.39986 -0.23560 -1.94369 0.0 0.0 0.0
C -2.46472 -0.29074 -2.81535 -0.1 0.0 0.0
C -3.62039 0.41133 -2.49390 0.0 0.0 0.0
C -3.66855 1.13925 -1.31693 0.0 0.0 0.0
C -2.56102 1.13763 -0.48656 0.0 0.0 0.0
N -1.45038 0.46505 -0.79519 0.0 -0.1 0.0
H 4.09982 -0.95489 -1.39135 0.0 0.0 0.0
H 3.11441 0.06693 -0.39615 0.0 0.0 0.0
H 2.27995 -3.27811 -4.85081 0.0 0.0 0.0
H 0.57963 -3.09680 -5.19703 0.0 0.0 0.0
H -2.37432 -0.86451 -3.72578 0.0 0.0 0.0
H -4.47170 0.39210 -3.16103 0.0 0.0 0.0
H -4.54815 1.70132 -1.03797 0.0 0.0 0.0
H -2.55243 1.68482 0.44735 0.0 0.0 0.0
C 3.00160 6.54906 1.92092 0.0 0.0 0.0
C 2.11814 5.79818 0.94037 0.0 0.0 0.0
C 1.03115 6.69456 0.37921 0.0 0.0 0.0
C 2.93290 5.15426 -0.16751 0.0 0.0 0.0
O 1.39956 4.74872 1.67735 0.1 0.0 0.0
Si 1.86588 3.39698 2.39017 0.0 0.1 -0.2
S 1.46314 1.89238 0.74578 0.2 0.1 0.1
O 0.94017 2.94827 3.62468 -0.1 0.0 0.0
C -0.25351 3.58878 4.20085 0.1 -0.1 0.0
C -1.37566 3.50522 3.17945 0.0 0.0 0.0
C -0.57780 2.78031 5.44380 0.0 0.0 0.0
C 0.07874 5.02494 4.56237 -0.1 0.1 0.0
O 3.44111 3.24696 2.60205 -0.1 -0.1 0.0
C 4.31423 2.75813 3.66488 0.0 0.0 0.0
C 3.91209 1.33363 4.01242 0.0 0.0 0.0
C 5.71686 2.81596 3.08876 0.0 0.0 0.0
C 4.16979 3.67880 4.86384 0.0 0.0 0.0
H 3.49774 7.37635 1.41248 0.0 0.0 0.0
H 3.76930 5.89347 2.33343 0.0 0.0 0.0
H 2.40477 6.96185 2.73521 0.0 0.0 0.0
H 1.47544 7.51817 -0.17984 0.0 0.0 0.0
H 0.42876 7.11294 1.18584 0.0 0.0 0.0
H 0.38061 6.13206 -0.29145 0.0 0.0 0.0
H 3.43936 5.92676 -0.74683 0.0 0.0 0.0
H 2.28616 4.59253 -0.84364 0.0 0.0 0.0
H 3.69526 4.48910 0.24349 0.0 0.0 0.0
H -1.56797 2.45994 2.92187 0.0 0.0 0.0
H -1.12169 4.06268 2.27717 0.0 0.0 0.0
H -2.29247 3.92487 3.59504 0.0 0.0 0.0
H -0.83176 1.75097 5.18536 0.0 0.0 0.0
H -1.43374 3.21820 5.95769 0.0 0.0 0.0
H 0.26923 2.77704 6.13043 0.0 0.0 0.0
H 0.30616 5.61660 3.67442 0.0 -0.1 0.1
H 0.92658 5.05994 5.24726 0.0 0.0 0.0
H -0.77657 5.47861 5.06347 0.0 0.0 0.0
H 3.94163 0.69783 3.12344 0.0 0.0 0.0
H 2.90764 1.31972 4.44104 0.0 0.0 0.0
H 4.59998 0.91999 4.75045 0.0 0.0 0.0
H 5.79311 2.18115 2.20499 0.0 0.0 0.0
H 6.44281 2.47394 3.82644 0.0 0.0 0.0
H 5.96923 3.83787 2.80594 0.0 0.0 0.0
H 3.15560 3.63570 5.26501 0.0 0.0 0.0
H 4.40091 4.70735 4.58513 0.0 0.0 0.0
H 4.86023 3.37674 5.65200 0.0 0.0 0.0
C 2.69798 -2.76003 1.93700 0.0 0.0 0.0
Ge 1.10551 -3.88225 1.79893 0.0 -0.1 0.0
C 0.55118 -4.11831 -0.05673 0.1 -0.1 0.0
C 1.32636 -5.58042 2.71102 0.0 0.0 0.1
C -0.42050 -2.92625 2.65360 0.0 0.3 -0.1
Se -0.50892 -0.97754 2.39767 -0.3 -0.1 0.3
C 0.65129 -0.44965 3.85810 0.1 0.1 0.0
H 3.50452 -3.19984 1.34959 0.0 0.0 0.0
H 3.04313 -2.68690 2.96899 0.0 0.0 0.0
H 2.51631 -1.75288 1.55696 0.0 0.0 0.0
H 1.37132 -4.50403 -0.66370 0.0 0.0 0.0
H 0.22406 -3.17303 -0.48179 -0.1 0.2 -0.1
H -0.27929 -4.82219 -0.11727 0.0 0.0 0.0
H 2.12553 -6.15874 2.24794 0.0 0.0 0.0
H 0.40921 -6.16687 2.66341 0.0 0.0 0.0
H 1.58218 -5.42368 3.75877 0.0 0.0 0.0
H -0.43051 -2.98775 3.74149 0.0 -0.1 0.0
H -1.37930 -3.29889 2.29563 0.0 0.0 0.0
H 1.58726 -0.99140 3.78187 0.1 0.0 0.0
H 0.13025 -0.69627 4.77953 0.0 0.0 0.0
H 0.81214 0.62381 3.78778 0.0 0.0 0.0
```
Positions in Å, forces in eV/Å.

Multiplicity = 6
Net charge = +2
Relative energy (zero: lowest compared OMol25 entry of this formula, charge and spin) = 10.78 kcal/mol



[4]
# C3H5I3Si

2 unconnected molecules or ions with the total composition C3H5I3Si at a distorted geometry (ωB97M-V with the def2-TZVPD basis set, the Open Molecules 2025 dataset).

The geometry in XYZ format:
```
12
Properties=species:S:1:pos:R:3:forces:R:3
C -0.83234 0.23970 -0.22835 0.2 -0.8 0.1
C -0.87569 1.52320 -0.32658 -0.9 0.8 -0.2
C 0.40993 -0.53629 0.16337 -0.1 0.3 0.0
Si -3.74672 3.04480 -1.15839 0.1 -0.4 -0.1
I -4.52356 5.17566 -0.11835 0.2 -0.5 -0.2
I -3.71166 3.25776 -3.65093 0.0 0.0 0.6
I -5.35143 1.22378 -0.56252 0.3 0.4 -0.1
H -1.70374 -0.37204 -0.43052 -0.2 0.0 -0.1
H -0.24946 2.37435 -0.19823 0.3 0.4 0.1
H 0.15706 -1.23670 0.95532 0.1 -0.1 0.1
H 1.19212 0.13551 0.51345 0.0 -0.1 0.0
H 0.77653 -1.09934 -0.69138 0.1 -0.1 -0.1
```
Positions in Å, forces in eV/Å.

Multiplicity = 1
Relative energy (zero: lowest compared OMol25 entry of this formula, charge and spin) = 79.81 kcal/mol



The records above yield molar mass values of 210.124 150.228 749.274 449.871 g/mol, respectively.